(1)
Here is a cluster of 3 separate species, C40H30BrClN3O6S in total at a distorted geometry from the OMol25 dataset. Energies are from ωB97M-V/def2-TZVPD.

* relative energy (zero: lowest compared OMol25 entry of this formula, charge and spin): 0.0 kcal/mol
* charge: +1
* frontier orbital gap: 7.02 eV
* max |F|: 0.071 Eh/bohr
* LUMO: -0.1353 Ha
* HOMO level: -10.71 eV

Geometry (Å):
C (1.54, 7.26, -2.53)
C (1.20, 5.74, -2.57)
C (0.19, 5.41, -3.67)
Br (-1.49, 6.25, -3.09)
C (0.05, 3.96, -4.05)
N (1.00, 2.98, -4.09)
S (2.69, 3.04, -3.72)
C (3.39, 4.35, -4.71)
O (3.23, 1.83, -4.24)
O (2.96, 3.16, -2.33)
C (0.51, 1.78, -4.52)
C (-0.78, 1.99, -4.79)
Cl (-1.91, 0.90, -5.38)
N (-1.03, 3.33, -4.51)
C (-2.36, 3.83, -4.77)
C (-2.57, 4.74, -5.79)
C (-3.88, 5.16, -5.91)
C (-4.84, 4.65, -5.07)
N (-4.67, 3.78, -4.08)
C (-3.39, 3.43, -3.98)
H (0.77, 7.88, -2.98)
H (1.84, 7.58, -1.54)
H (2.43, 7.38, -3.17)
H (0.74, 5.52, -1.60)
H (2.15, 5.23, -2.61)
H (0.47, 5.97, -4.57)
H (2.70, 4.52, -5.55)
H (4.32, 4.02, -5.15)
H (3.50, 5.29, -4.18)
H (1.03, 0.84, -4.65)
H (-1.76, 5.10, -6.42)
H (-4.15, 5.89, -6.66)
H (-5.86, 5.00, -5.22)
H (-3.16, 2.73, -3.17)
C (-4.16, -2.50, 1.21)
C (-3.89, -2.55, -0.15)
C (-2.74, -1.95, -0.66)
C (-1.87, -1.30, 0.20)
C (-2.15, -1.22, 1.57)
C (-3.29, -1.84, 2.07)
C (-1.25, -0.48, 2.49)
O (-1.50, -0.43, 3.68)
C (-0.05, 0.19, 1.93)
C (0.77, 0.93, 2.76)
C (1.90, 1.55, 2.26)
C (2.22, 1.43, 0.91)
C (1.40, 0.69, 0.07)
C (0.25, 0.08, 0.57)
C (-0.63, -0.68, -0.35)
O (-0.36, -0.78, -1.53)
H (-5.05, -2.97, 1.61)
H (-4.57, -3.06, -0.82)
H (-2.53, -2.00, -1.71)
H (-3.50, -1.79, 3.13)
H (0.53, 1.02, 3.81)
H (2.54, 2.13, 2.91)
H (3.10, 1.91, 0.51)
H (1.64, 0.60, -0.98)
C (-0.22, -2.29, 5.31)
C (0.16, -2.60, 6.62)
C (0.78, -3.81, 6.89)
C (1.00, -4.73, 5.87)
C (0.59, -4.42, 4.56)
C (0.00, -3.20, 4.29)
C (0.78, -5.40, 3.46)
O (0.43, -5.14, 2.33)
C (1.39, -6.72, 3.78)
C (1.52, -7.67, 2.77)
C (2.10, -8.90, 3.05)
C (2.56, -9.18, 4.34)
C (2.43, -8.23, 5.34)
C (1.84, -7.01, 5.07)
C (1.67, -6.02, 6.17)
O (2.07, -6.26, 7.29)
H (-0.69, -1.34, 5.10)
H (-0.01, -1.90, 7.42)
H (1.08, -4.06, 7.90)
H (-0.30, -2.96, 3.28)
H (1.17, -7.46, 1.78)
H (2.20, -9.64, 2.27)
H (3.02, -10.13, 4.55)
H (2.78, -8.45, 6.34)

---

(2)
Here is a structure of composition C40H30Cl64F17INO8P2S at a distorted geometry from the OMol25 dataset. Energies are from ωB97M-V/def2-TZVPD.

* charge: -1
* frontier orbital gap: 4.64 eV
* max |F|: 0.172 Eh/bohr
* LUMO: 0.0260 Ha
* HOMO level: -3.94 eV

Geometry (Å):
C (-3.87, -8.88, -3.20)
C (-4.81, -8.16, -4.35)
C (-4.21, -6.74, -4.91)
O (-4.52, -6.41, -6.19)
O (-3.41, -5.75, -4.16)
C (-4.06, -5.28, -2.95)
C (-3.22, -4.37, -1.92)
C (-2.23, -3.21, -2.50)
C (-2.25, -2.10, -1.27)
F (-3.56, -1.34, -1.19)
F (-1.23, -1.08, -1.59)
C (-1.94, -2.65, 0.23)
F (-3.27, -2.85, 0.93)
F (-1.07, -3.84, 0.34)
C (-1.20, -1.52, 1.22)
F (0.25, -1.35, 0.91)
F (-1.86, -0.16, 1.10)
C (-1.30, -1.88, 2.81)
F (-1.45, -3.30, 3.17)
F (-2.59, -1.22, 3.28)
C (-0.14, -1.23, 3.77)
F (-0.75, -1.13, 5.15)
F (0.10, 0.21, 3.38)
C (1.29, -2.00, 3.82)
F (2.31, -0.99, 3.35)
F (1.45, -3.14, 2.89)
C (1.81, -2.46, 5.30)
F (3.22, -2.97, 5.11)
F (1.96, -1.31, 6.27)
C (0.98, -3.66, 6.03)
F (2.00, -4.47, 6.79)
F (0.29, -4.61, 5.14)
F (0.01, -3.20, 7.08)
O (-0.75, -3.48, -2.56)
P (0.05, -3.57, -4.10)
O (1.57, -3.77, -3.21)
C (-0.25, -5.45, -3.93)
C (1.04, -6.39, -3.59)
C (1.26, -6.68, -1.95)
N (0.32, -7.57, -1.13)
O (2.26, -6.09, -1.30)
P (0.77, -1.46, -4.09)
S (1.90, -1.33, -2.45)
C (0.79, -3.55, -5.86)
I (-0.49, -2.14, -7.04)
C (0.76, -4.90, -6.75)
C (-0.71, -5.23, -7.49)
O (-1.47, -3.18, -4.95)
C (-2.56, -2.67, -4.05)
C (-2.96, -1.10, -4.30)
C (-4.59, -1.01, -4.68)
O (-4.90, -1.52, -6.03)
C (-6.10, -2.40, -5.86)
O (-7.34, -1.96, -5.60)
H (-4.16, -8.52, -2.10)
H (-4.08, -10.04, -3.21)
H (-2.73, -8.73, -3.43)
H (-5.84, -7.90, -3.80)
H (-5.11, -8.92, -5.21)
H (-4.44, -6.24, -2.35)
H (-5.06, -4.71, -3.24)
H (-4.06, -3.84, -1.25)
H (-2.69, -5.12, -1.16)
H (2.33, -3.92, -3.84)
H (-0.96, -5.60, -2.97)
H (-0.90, -5.93, -4.81)
H (0.75, -7.47, -4.01)
H (2.04, -6.12, -4.14)
H (0.18, -8.50, -1.57)
H (-0.57, -7.09, -0.91)
H (-0.28, -0.51, -3.90)
H (1.68, -1.16, -5.16)
H (1.93, -3.19, -5.85)
H (1.48, -4.68, -7.69)
H (1.20, -5.87, -6.28)
H (-0.78, -4.78, -8.57)
H (-1.63, -5.00, -6.80)
H (-0.69, -6.41, -7.64)
H (-3.48, -3.18, -4.61)
H (-2.82, -0.37, -3.42)
H (-2.42, -0.60, -5.24)
H (-4.81, 0.16, -4.72)
H (-5.27, -1.43, -3.82)
H (-5.87, -3.57, -5.93)
C (2.16, 3.66, 3.34)
Cl (3.71, 3.58, 2.46)
Cl (1.14, 4.93, 2.63)
Cl (1.32, 2.09, 3.20)
Cl (2.46, 4.02, 5.05)
C (-5.62, 0.60, 1.98)
Cl (-3.91, 0.45, 1.48)
Cl (-6.61, -0.53, 1.03)
Cl (-5.77, 0.22, 3.71)
Cl (-6.18, 2.27, 1.69)
C (-2.87, -5.42, 8.23)
Cl (-2.60, -6.64, 9.50)
Cl (-4.34, -5.84, 7.31)
Cl (-3.08, -3.82, 8.98)
Cl (-1.48, -5.39, 7.12)
C (-0.51, 7.52, 5.46)
Cl (-1.60, 8.26, 4.27)
Cl (-0.93, 5.80, 5.66)
Cl (1.17, 7.66, 4.90)
Cl (-0.68, 8.36, 7.03)
C (-4.98, -4.10, 12.73)
Cl (-4.18, -3.29, 14.10)
Cl (-3.75, -4.87, 11.70)
Cl (-6.10, -5.34, 13.35)
Cl (-5.89, -2.90, 11.78)
C (5.48, 5.04, -1.19)
Cl (5.76, 3.82, 0.08)
Cl (4.01, 4.62, -2.10)
Cl (5.28, 6.64, -0.44)
Cl (6.88, 5.07, -2.29)
C (9.63, 6.45, 0.71)
Cl (10.33, 5.95, 2.27)
Cl (10.70, 5.91, -0.61)
Cl (8.02, 5.72, 0.51)
Cl (9.49, 8.22, 0.66)
C (3.51, -8.37, -6.83)
Cl (3.78, -9.58, -5.56)
Cl (2.04, -8.78, -7.74)
Cl (3.31, -6.76, -6.08)
Cl (4.91, -8.33, -7.93)
C (3.68, 9.33, 1.88)
Cl (5.23, 9.26, 1.01)
Cl (2.66, 10.61, 1.17)
Cl (2.84, 7.77, 1.75)
Cl (3.98, 9.70, 3.60)
C (4.75, 8.36, -4.14)
Cl (4.81, 8.73, -2.40)
Cl (6.41, 8.27, -4.78)
Cl (3.93, 6.79, -4.38)
Cl (3.85, 9.64, -4.99)
C (-0.65, 12.53, 2.88)
Cl (0.93, 13.31, 3.16)
Cl (-0.68, 10.94, 3.68)
Cl (-1.95, 13.56, 3.54)
Cl (-0.90, 12.31, 1.13)
C (-10.01, -1.69, -8.71)
Cl (-11.10, -0.95, -9.90)
Cl (-10.42, -3.41, -8.51)
Cl (-8.32, -1.55, -9.27)
Cl (-10.18, -0.86, -7.14)
C (10.37, 11.76, 3.13)
Cl (8.83, 12.17, 3.92)
Cl (10.91, 13.13, 2.14)
Cl (11.60, 11.39, 4.36)
Cl (10.13, 10.33, 2.09)
C (-1.44, -1.13, 11.55)
Cl (-0.75, -1.63, 13.12)
Cl (-0.38, -1.67, 10.23)
Cl (-3.05, -1.86, 11.36)
Cl (-1.59, 0.65, 11.51)
C (9.95, 13.73, 7.59)
Cl (10.60, 14.50, 6.12)
Cl (10.84, 14.32, 9.02)
Cl (8.22, 14.15, 7.75)
Cl (10.12, 11.97, 7.47)
C (-0.29, 7.28, -3.66)
Cl (1.06, 6.39, -2.90)
Cl (-0.87, 6.39, -5.08)
Cl (-1.62, 7.46, -2.48)
Cl (0.27, 8.90, -4.16)